[1]
70
Properties=species:S:1:pos:R:3:lowdin_charge:R:1 method="wB97M-V/def2-TZVPD" homo_energy_ev="-13.37 / -13.72" charge=+2 orbital_gap_ev="7.667 / 4.325" fmax_ev_per_a=1.39 multiplicity=6
Ru -0.5903 0.1551 -0.3225 1.471
C -3.7994 0.4930 2.5998 -0.026
N -2.4858 -0.1180 2.4116 -0.118
C -2.5272 -1.4351 1.7946 -0.036
C -1.3372 0.5590 2.5119 -0.339
N -0.3108 0.2032 1.6664 -0.023
C 1.0111 0.1383 2.0660 -0.213
C 1.4777 0.0911 3.3861 -0.012
C 2.8323 0.0789 3.6365 -0.041
C 3.7511 0.1207 2.5828 -0.043
C 3.3134 0.1090 1.2778 -0.013
C 1.9406 0.0600 1.0021 -0.217
N 1.3929 -0.0190 -0.2628 -0.028
C 2.1621 -0.3343 -1.3576 -0.343
N 2.1209 0.4733 -2.4091 -0.101
C 1.7088 1.8732 -2.2896 -0.005
C 2.4055 0.0252 -3.7662 -0.014
N 2.8801 -1.4621 -1.3542 -0.111
C 4.1650 -1.5980 -2.0335 -0.016
C 2.5545 -2.5619 -0.4509 -0.005
N -1.1881 1.5403 3.3966 -0.106
C -2.0121 1.6653 4.5936 -0.008
C -0.2633 2.6531 3.2039 -0.017
H -4.4056 0.2648 1.7227 0.105
H -3.7204 1.5722 2.6678 0.076
H -4.3047 0.0932 3.4795 0.106
H -3.3181 -2.0134 2.2714 0.109
H -1.5874 -1.9650 1.9246 0.095
H -2.7728 -1.3689 0.7279 0.074
H 0.7754 0.0605 4.2076 0.124
H 3.1899 0.0465 4.6561 0.121
H 4.8114 0.1515 2.7906 0.120
H 4.0257 0.1342 0.4630 0.122
H 1.7428 2.1975 -1.2537 0.088
H 0.7013 2.0166 -2.6816 0.077
H 2.3947 2.4894 -2.8707 0.111
H 2.2813 -1.0524 -3.8452 0.099
H 3.4088 0.3018 -4.0900 0.104
H 1.6929 0.5133 -4.4306 0.103
H 4.4845 -0.6539 -2.4620 0.091
H 4.1256 -2.3592 -2.8129 0.106
H 4.9081 -1.9038 -1.2948 0.109
H 1.4971 -2.5461 -0.2003 0.078
H 3.1471 -2.5166 0.4652 0.102
H 2.7813 -3.4964 -0.9626 0.107
H -2.4990 0.7252 4.8324 0.099
H -2.7561 2.4550 4.4825 0.108
H -1.3566 1.9363 5.4218 0.108
H 0.2239 2.6037 2.2379 0.075
H 0.4906 2.6639 3.9922 0.104
H -0.8374 3.5785 3.2534 0.108
Cl -2.9825 -4.9111 -4.6652 0.813
C -2.3914 -3.4695 -3.9930 -0.680
C -2.4622 -2.2817 -4.7202 -0.676
Cl -3.1416 -2.2753 -6.2686 0.822
C -1.9617 -1.0671 -4.1672 -0.542
Cl -2.0718 0.3793 -5.0172 0.913
C -1.3783 -1.0420 -2.8730 -0.335
O -0.9340 0.0129 -2.3423 -0.126
C -1.3037 -2.2806 -2.1007 -0.362
O -0.7982 -2.2404 -0.9594 -0.025
C -1.8259 -3.4781 -2.6967 -0.552
Cl -1.7476 -4.8937 -1.7908 0.894
F -0.4607 2.5989 0.1153 -0.400
Sb -2.2669 3.1624 -0.4745 1.491
F -2.6924 3.2123 1.3746 -0.320
F -2.5688 1.1262 -0.2382 -0.430
F -4.0520 3.2162 -0.9990 -0.305
F -1.6839 2.6979 -2.2085 -0.345
F -1.6028 4.8949 -0.5505 -0.302



[2]
58
Properties=species:S:1:pos:R:3:lowdin_charge:R:1 method="wB97M-V/def2-TZVPD" homo_energy_ev=-7.87 smiles="CCN(CC)C(=O)COc1coc(CN2CCN(c3cccc(Cl)c3)CC2)cc1=O" charge=0 orbital_gap_ev=8.618 fmax_ev_per_a=1.02 multiplicity=1 relative_energy_kj_mol=337.94
C 4.8930 5.2108 0.9151 -0.064
C 3.8890 4.6091 -0.0686 -0.204
N 3.0585 3.6027 0.5538 -0.068
C 1.7767 4.0417 1.0819 -0.197
C 0.7090 4.0602 -0.0075 -0.061
C 3.3578 2.2944 0.6519 -0.432
O 2.6384 1.4961 1.2273 0.077
C 4.6610 1.8190 -0.0014 -0.087
O 4.7422 0.4084 0.0337 -0.004
C 3.6378 -0.2854 -0.3508 -0.185
C 3.5199 -1.5517 0.1150 0.009
O 2.5059 -2.3855 -0.1823 0.066
C 1.5223 -1.9251 -0.9631 -0.237
C 0.4045 -2.9105 -1.1743 -0.114
N -0.8762 -2.2339 -1.2040 -0.173
C -1.2399 -1.6846 0.0915 -0.148
C -2.5119 -0.8416 -0.0464 -0.131
N -3.5976 -1.6476 -0.5650 -0.098
C -4.4487 -2.3190 0.2922 -0.222
C -4.9342 -3.6069 0.0305 -0.033
C -5.8408 -4.2133 0.8778 -0.085
C -6.2973 -3.5776 2.0184 -0.128
C -5.8260 -2.3014 2.2767 -0.675
Cl -6.3860 -1.4572 3.6822 0.667
C -4.9284 -1.6721 1.4401 -0.053
C -3.2099 -2.2179 -1.8347 -0.146
C -1.9465 -3.0751 -1.7074 -0.166
C 1.5421 -0.6898 -1.5059 0.081
C 2.6268 0.2413 -1.2867 -0.346
O 2.6889 1.3376 -1.8340 0.053
H 5.4771 5.9833 0.4223 0.074
H 4.3751 5.6547 1.7618 0.073
H 5.5704 4.4491 1.2912 0.066
H 4.4130 4.1883 -0.9277 0.115
H 3.2301 5.3977 -0.4395 0.119
H 1.9000 5.0330 1.5252 0.119
H 1.4893 3.3347 1.8629 0.117
H -0.2580 4.3093 0.4210 0.072
H 0.6506 3.0789 -0.4709 0.072
H 0.9484 4.7894 -0.7781 0.068
H 5.5291 2.1641 0.5658 0.136
H 4.7203 2.1786 -1.0330 0.122
H 4.2476 -1.9927 0.7780 0.147
H 0.4655 -3.6817 -0.3856 0.139
H 0.5479 -3.4059 -2.1406 0.137
H -0.4229 -1.0549 0.4476 0.126
H -1.4171 -2.4865 0.8322 0.137
H -2.7674 -0.4182 0.9217 0.110
H -2.3238 -0.0259 -0.7505 0.130
H -4.5986 -4.1566 -0.8339 0.095
H -6.1910 -5.2092 0.6500 0.106
H -6.9982 -4.0524 2.6846 0.099
H -4.6219 -0.6656 1.6727 0.100
H -4.0333 -2.7881 -2.2621 0.116
H -2.9865 -1.3829 -2.5069 0.128
H -1.6608 -3.4578 -2.6900 0.124
H -2.1418 -3.9320 -1.0380 0.126
H 0.7266 -0.3759 -2.1363 0.132